The following is a quantum chemistry calculation of 8 unconnected molecules or ions with the total composition C13H43NO10, from OMol25.

E_HOMO	-8.9	eV
F_max	2.66	eV/Å
ΔE to the lowest compared entry with this formula, charge and spin	16.8	kcal per mole
SMILES string	COC[C@H](C)N.OCCO.OCCO.CO.CO.CO.CO.CO
Kohn-Sham gap	9.4	eV
DFT total energy	-1328.09230	Eh

```
67
Properties=species:S:1:pos:R:3:forces:R:3
C 0.307094 -0.900552 -3.635107 -0.489 -0.052 0.342
O -0.781894 -1.808282 -3.454023 0.671 0.312 -0.291
C -1.956456 -1.323838 -4.007625 -2.261 1.033 -0.945
C -3.163964 -1.806350 -3.187694 0.005 -0.748 1.150
C -3.240254 -1.079306 -1.843402 0.185 -0.105 0.421
N -3.054287 -3.273257 -2.967258 0.006 0.241 -0.106
H 1.171077 -1.351940 -3.152209 0.069 0.037 -0.092
H 0.045451 0.045798 -3.153340 0.222 0.073 0.015
H 0.519341 -0.689310 -4.686748 -0.008 -0.227 -0.073
H -2.037109 -0.226140 -4.094467 0.518 0.052 0.753
H -2.129527 -1.542633 -5.077077 0.518 -0.880 0.123
H -4.153214 -1.658602 -3.629785 0.431 0.370 -0.784
H -4.050904 -1.441571 -1.203689 -0.128 -0.209 -0.296
H -3.430292 -0.011824 -1.970646 0.211 0.030 -0.075
H -2.332992 -1.245124 -1.252472 0.080 0.255 -0.183
H -2.236915 -3.607210 -3.463093 -0.037 -0.172 0.082
H -2.886762 -3.464923 -1.986569 0.023 0.014 -0.036
O -4.237324 0.857825 2.962164 0.202 0.002 0.156
C -3.473048 0.096965 3.905567 -0.922 0.454 -0.109
C -2.252797 -0.539011 3.287120 0.156 -0.125 0.838
O -1.294729 0.373559 2.813897 0.003 0.198 -0.912
H -4.750657 0.246657 2.426416 0.051 0.008 -0.053
H -3.241300 0.793212 4.715232 0.302 0.010 -0.112
H -4.139750 -0.650799 4.351060 0.302 -0.267 0.012
H -2.585859 -1.158521 2.452122 0.286 0.055 -0.118
H -1.775174 -1.186085 4.039389 -0.232 -0.152 -0.075
H -0.908601 0.938670 3.495178 0.035 -0.279 0.161
O -0.670036 -1.960943 0.575631 0.251 -0.019 0.279
C 0.088081 -2.838264 -0.234399 0.474 -0.810 0.560
C 0.945013 -3.820661 0.553398 0.537 0.698 -0.069
O 2.036094 -3.171700 1.238454 -0.694 -0.036 0.164
H -0.056209 -1.600679 1.234117 -0.219 0.221 -0.132
H -0.609703 -3.493248 -0.762508 -0.014 0.561 -0.505
H 0.802332 -2.299733 -0.869022 -0.493 0.036 -0.345
H 1.437072 -4.448289 -0.190842 -0.205 -0.363 0.192
H 0.326659 -4.380462 1.259010 0.104 -0.229 -0.094
H 1.673890 -2.833991 2.066619 0.275 0.029 -0.026
C 0.406758 3.722677 -2.428518 0.954 0.076 0.570
O -0.176519 2.435491 -2.328924 -0.077 -0.018 -0.545
H -0.234305 4.494975 -2.855530 -0.322 -0.057 0.351
H 0.809057 3.968199 -1.437962 -0.391 0.604 -0.053
H 1.304618 3.733367 -3.053289 -0.228 -0.673 -0.254
H -0.908288 2.497469 -1.704990 0.005 0.127 0.044
C 6.346054 -0.425291 -0.479009 1.469 -0.030 -0.321
O 6.399737 -1.837681 -0.341507 -0.489 0.102 0.009
H 5.395724 0.038575 -0.230540 -0.123 -0.083 0.063
H 7.183325 0.013584 0.076587 -0.395 0.219 0.470
H 6.640979 -0.187519 -1.502297 -0.527 -0.150 -0.187
H 5.976439 -2.072447 0.489616 0.038 -0.066 -0.038
C 2.115066 2.507134 3.919767 0.620 -0.457 -1.082
O 1.252338 1.466048 3.514611 -0.906 -0.022 0.944
H 2.026682 3.376033 3.258328 0.028 0.075 0.093
H 1.923029 2.826297 4.940439 -0.258 -0.253 0.037
H 3.136607 2.118065 3.846174 0.165 0.416 0.238
H 1.375061 1.156906 2.602437 0.211 0.314 -0.046
C 1.733474 0.591681 -0.233296 0.968 0.643 -1.090
O 1.027267 0.498095 0.976163 -0.474 -0.322 -0.196
H 2.754429 0.249332 -0.073349 -0.052 -0.214 0.136
H 1.326988 0.072117 -1.103074 -0.356 -0.508 0.470
H 1.817471 1.613735 -0.621599 -0.126 0.221 0.421
H 0.075911 0.478787 0.794045 0.063 0.052 0.263
C -0.441480 3.617951 1.447557 0.638 -0.340 -0.330
O -1.372619 4.056354 0.456638 0.178 0.076 0.244
H 0.194024 2.844435 1.003648 -0.164 -0.030 0.057
H 0.253301 4.410789 1.740853 -0.252 0.090 0.124
H -0.916719 3.180574 2.327338 -0.186 0.197 -0.103
H -1.326781 5.014803 0.446284 -0.226 -0.005 -0.111
```
Forces are in eV/Å.